The following is a DFT calculation (the ωB97M-V functional and the def2-TZVPD basis) of C7H6ILiNO4 as an isolated structure in a non-equilibrium geometry.

Positions of all 20 atoms, in Å:
C1 -0.35255 0.19739 2.18126
C2 0.33629 1.22574 1.30912
O1 0.93729 2.14207 1.77901
N1 0.21387 1.15139 -0.17012
C3 -1.20949 1.34679 -0.52232
C4 0.64694 -0.06985 -0.67383
C5 1.68437 -0.85001 -0.38155
I1 3.18588 -0.53011 1.01477
C6 1.65129 -2.06074 -1.23778
O2 2.51273 -2.84490 -1.46692
O3 0.35677 -2.09459 -1.78133
C7 -0.04331 -0.78651 -1.78455
O4 -0.81872 -0.37975 -2.59640
H1 0.16594 0.17656 3.11633
H2 -0.31918 -0.76978 1.69509
H3 -1.36986 0.53623 2.32247
H4 -1.65561 2.03442 0.17489
H5 -1.72754 0.37994 -0.37270
H6 -1.31288 1.67352 -1.54121
Li1 -2.88224 -0.47781 -1.06423

Calculated values
Max |F| in Eh/bohr: 0.0321
E in a.u.: -931.0158
Energy above the lowest of the compared OMol25 structures with the same formula, charge and spin in kcal per mole: 0.0
HOMO in eV: -12.8
Net charge: +1
LUMO level in eV: -5.081

Atomic partial charges in e from the natural (NBO) method, atoms 1 to 4: -0.74 0.70 -0.44 -0.45

***

The following is a DFT calculation (the ωB97M-V functional and the def2-TZVPD basis) of C52H104Li3O17P as an isolated structure in a non-equilibrium geometry.

Positions of all 177 atoms, in Å:
Li1 1.63725 0.35685 1.52788
Li2 -1.75326 0.28719 -1.59718
Li3 -0.13863 -2.53452 0.01542
P1 0.06501 -0.13743 -0.14265
O1 -1.02928 0.90486 0.00163
O2 0.26951 -1.00124 1.19498
O3 1.46906 0.44269 -0.34351
O4 -0.34918 -1.12722 -1.22146
C1 -1.68491 -3.27511 -6.57078
C2 -0.74292 -4.19400 -7.24028
C3 -0.29780 -5.12087 -6.14828
O5 -0.38717 -4.30676 -4.98133
C4 -0.94653 -2.95012 -5.25348
H1 -2.64680 -3.68645 -6.26474
H2 -1.90077 -2.33365 -7.07588
H3 0.14639 -3.72562 -7.66200
H4 -1.15055 -4.76521 -8.07435
H5 0.69746 -5.53396 -6.31233
H6 -1.00055 -5.94896 -6.05595
H7 -0.08944 -2.31313 -5.47200
H8 -1.57133 -2.58020 -4.44054
C5 -5.19574 0.13548 -0.09270
C6 -5.92568 -0.35956 -1.33248
C7 -4.82859 -0.47897 -2.38014
O6 -3.79691 0.32818 -1.92897
C8 -4.19718 1.07882 -0.73823
H9 -4.58016 -0.61601 0.40167
H10 -5.86092 0.69405 0.56580
H11 -6.69685 0.31821 -1.69858
H12 -6.44364 -1.31373 -1.23558
H13 -5.14369 -0.13593 -3.36560
H14 -4.56897 -1.53410 -2.46612
H15 -4.57473 2.02428 -1.12765
H16 -3.34045 1.32898 -0.11252
C9 -5.29533 4.08720 3.72132
C10 -4.57742 4.59999 2.46956
C11 -5.14805 3.77118 1.32395
O7 -6.44152 3.44934 1.77022
C12 -6.45520 3.31012 3.17060
H17 -5.54793 4.96069 4.32242
H18 -4.71787 3.43767 4.37916
H19 -3.48765 4.60942 2.48987
H20 -4.92936 5.62132 2.32423
H21 -4.52351 2.90175 1.11871
H22 -5.13051 4.35999 0.40684
H23 -6.34850 2.23604 3.32249
H24 -7.31871 3.76696 3.65406
C13 2.09849 -4.39790 -2.59933
C14 2.02893 -5.67814 -1.66108
C15 1.62668 -5.28581 -0.28299
O8 1.45248 -3.88208 -0.47422
C16 2.11838 -3.28086 -1.59508
H25 1.17812 -4.32830 -3.17914
H26 2.75205 -4.37879 -3.47145
H27 3.02392 -6.12008 -1.60839
H28 1.40355 -6.47860 -2.05640
H29 2.31095 -5.30912 0.56513
H30 0.76060 -5.75371 0.18507
H31 3.17093 -3.04159 -1.44347
H32 1.53710 -2.41188 -1.90342
C17 2.83470 3.28268 -1.35025
C18 3.07233 4.65535 -0.73068
C19 4.52405 4.83156 -1.15436
O9 5.08130 3.46100 -0.90503
C20 4.06627 2.49065 -0.89520
H33 2.80129 3.38036 -2.43535
H34 1.91720 2.79532 -1.02046
H35 2.92786 4.66090 0.34969
H36 2.40903 5.42389 -1.12754
H37 4.98937 5.60318 -0.54103
H38 4.65740 5.12828 -2.19469
H39 4.04562 1.92431 0.03589
H40 4.14690 1.69700 -1.63798
C21 0.93091 2.99360 4.95310
C22 -0.12301 3.43396 3.84715
C23 0.57282 3.00157 2.52005
O10 1.56243 2.03320 2.91109
C24 2.08559 2.31487 4.18292
H41 0.46231 2.23065 5.57475
H42 1.21843 3.88321 5.51346
H43 -0.30722 4.50827 3.84128
H44 -1.08521 2.92992 3.93777
H45 0.99641 3.86989 2.01537
H46 -0.05798 2.57813 1.73844
H47 2.90543 3.03247 4.21503
H48 2.35492 1.38469 4.68327
C25 6.65678 -0.41918 -1.68957
C26 5.98698 -0.81105 -2.95506
C27 7.22270 -1.00923 -3.91237
O11 8.09937 -1.64175 -2.97139
C28 8.02882 -0.98207 -1.74952
H49 6.09598 -0.93013 -0.90693
H50 6.63574 0.64356 -1.44825
H51 5.47367 0.05811 -3.36636
H52 5.42624 -1.74551 -2.93342
H53 7.60454 -0.08838 -4.35322
H54 6.99324 -1.66342 -4.75349
H55 8.84432 -0.26002 -1.70801
H56 8.16849 -1.69703 -0.93871
C29 -2.29866 -0.05970 4.00512
C30 -2.98425 -1.25840 4.56005
C31 -4.41606 -1.27354 4.08474
O12 -4.34742 -0.24507 3.08342
C32 -2.95328 0.04329 2.66818
H57 -1.21925 -0.20686 3.96869
H58 -2.44942 0.88473 4.52800
H59 -2.95762 -1.24234 5.64960
H60 -2.51816 -2.20723 4.29436
H61 -5.08262 -0.90091 4.86253
H62 -4.69231 -2.24239 3.66867
H63 -2.77809 1.05369 2.29872
H64 -2.60950 -0.65614 1.90614
C33 -3.92433 -3.73946 -0.28547
C34 -3.23871 -4.67483 -1.27147
C35 -1.74099 -4.38848 -1.23121
O13 -1.60292 -3.94296 0.11948
C36 -2.76312 -3.44520 0.69319
H65 -4.80061 -4.31618 0.01056
H66 -4.18611 -2.80645 -0.78453
H67 -3.60407 -4.55995 -2.29196
H68 -3.46177 -5.69025 -0.94394
H69 -1.28234 -3.72731 -1.96646
H70 -1.27832 -5.37534 -1.24281
H71 -2.72955 -2.35844 0.77033
H72 -2.98125 -3.94366 1.63767
C37 4.67495 -2.13236 1.55549
C38 5.72127 -1.14463 2.04327
C39 4.99233 0.11823 2.38941
O14 3.62341 -0.08441 1.83583
C40 3.63683 -1.20862 0.94186
H73 4.18200 -2.66835 2.36655
H74 5.03852 -2.90370 0.87655
H75 6.41766 -0.97637 1.22179
H76 6.32621 -1.56387 2.84724
H77 5.34516 0.96507 1.80080
H78 4.93407 0.35989 3.45069
H79 3.94595 -0.83669 -0.03497
H80 2.66081 -1.67133 0.79561
C41 -0.42630 2.29066 -5.33998
C42 0.76276 1.82056 -4.59539
C43 0.22561 0.92291 -3.54236
O15 -1.20360 1.03234 -3.56040
C44 -1.42597 2.20227 -4.25537
H81 -0.70963 1.64185 -6.16875
H82 -0.16729 3.30168 -5.65442
H83 1.29473 2.67014 -4.16723
H84 1.43792 1.20504 -5.18985
H85 0.67669 1.17905 -2.58370
H86 0.44731 -0.10068 -3.84435
H87 -1.42762 3.08264 -3.61270
H88 -2.42197 2.32575 -4.68062
C45 -2.67781 6.19426 -0.51355
C46 -1.44012 5.50217 0.07219
C47 -1.84891 4.06283 -0.10190
O16 -2.90323 4.09459 -1.04831
C48 -2.96879 5.34581 -1.71992
H89 -2.46164 7.24222 -0.72131
H90 -3.52490 6.21042 0.17223
H91 -1.28691 5.93655 1.06008
H92 -0.53889 5.64554 -0.52391
H93 -2.07898 3.45667 0.77431
H94 -1.05824 3.47314 -0.56581
H95 -3.90279 5.62132 -2.20963
H96 -2.20098 5.29989 -2.49223
C49 2.31476 -2.70113 6.77986
C50 2.15528 -1.81786 5.57515
C51 0.79547 -2.30084 5.09309
O17 -0.01283 -2.59055 6.27473
C52 0.90933 -3.01487 7.33042
H97 3.15178 -2.36018 7.38917
H98 2.82227 -3.56363 6.34786
H99 3.02162 -1.87271 4.91594
H100 2.04084 -0.75156 5.77010
H101 0.92799 -3.28019 4.63332
H102 0.42557 -1.59998 4.34471
H103 0.74109 -4.07524 7.51859
H104 0.72928 -2.37885 8.19712

Calculated values
Max |F| in Eh/bohr: 0.0691
E in a.u.: -3686.8198
Energy above the lowest of the compared OMol25 structures with the same formula, charge and spin in kcal per mole: 0.0
HOMO in eV: -7.6
Net charge: 0
LUMO level in eV: 0.346

Atomic partial charges in e from the Mulliken method, atoms 1 to 4: 0.80 0.75 0.61 1.08

***

The following is a DFT calculation (the ωB97M-V functional and the def2-TZVPD basis) of a 2-piece molecular cluster, C4H12NOS overall in a non-equilibrium geometry.

Positions of all 19 atoms, in Å:
C1 1.42148 -1.09219 2.74072
C2 -2.65904 0.13328 -3.78538
C3 1.64164 -0.00545 1.71924
C4 1.02130 -0.30510 0.48990
N1 0.36128 0.61697 -0.18355
O1 1.15282 1.33297 2.09563
S1 -2.06947 -0.23911 -2.09332
H1 1.70231 -2.11601 2.39330
H2 2.07907 -0.82164 3.54067
H3 0.41291 -1.10233 3.13646
H4 -3.56234 0.76449 -3.65883
H5 -2.80548 -0.89910 -4.22051
H6 -1.82595 0.57664 -4.39862
H7 2.69049 0.26698 1.43889
H8 1.10053 -1.40457 0.28277
H9 -1.98531 1.05669 -1.86744
H10 0.27949 1.51746 0.32910
H11 -0.36903 0.39603 -0.96015
H12 1.41329 1.32397 3.00110

Calculated values
Max |F| in Eh/bohr: 0.0693
E in a.u.: -687.4859
Energy above the lowest of the compared OMol25 structures with the same formula, charge and spin in kcal per mole: 37.4
HOMO in eV: -13.0
Net charge: +1
LUMO level in eV: -4.725

Atomic partial charges in e from the natural (NBO) method, atoms 1 to 4: -0.65 -0.71 -0.04 0.30